# C5H8O

C5H8O as an isolated structure (ωB97M-V with the def2-TZVPD basis set, the Open Molecules 2025 dataset).

```
14
Properties=species:S:1:pos:R:3:forces:R:3
H -0.717910 -1.715084 1.574572 0.0 0.1 -0.1
C -0.383607 0.465946 1.719108 0.0 0.1 0.1
C -0.447786 -0.865537 0.942280 -0.3 -0.1 0.2
H 0.623170 0.575068 2.128084 -0.2 0.0 0.0
C 0.010592 -0.534968 -0.937324 -0.1 0.2 -0.2
C 0.722464 0.560360 -1.698775 0.0 0.0 0.0
H -0.581622 1.317495 1.053181 0.1 0.0 0.1
H -1.143916 0.493043 2.502508 0.1 -0.1 -0.1
C -1.287317 -0.369679 -0.189826 0.3 -0.2 0.0
H 1.647403 0.165719 -2.130544 -0.1 0.1 0.0
H -0.273123 -1.366076 -1.617731 0.0 0.0 0.1
O 0.755614 -1.055616 0.179471 0.1 0.0 0.0
H 0.087918 0.948329 -2.499989 0.1 -0.1 0.1
H 0.988119 1.380999 -1.025016 -0.1 -0.1 -0.1
```
Positions in Å, forces in eV/Å.

Values from the calculation:
Frontier orbital gap in eV: 9.147
E_LUMO in hartree: 0.0039
Total charge: 0
Energy above the lowest of the compared OMol25 structures with the same formula, charge and spin in kJ/mol: 447.58